C3H4N2O | ωB97M-V with the def2-TZVPD basis set

Properties
Total energy: -301.3557 hartree
Total charge: 0
SMILES string: CC1=NN1C=O

XYZ file:
```
10
Properties=species:S:1:pos:R:3:forces:R:3:nbo_charge:R:1
C -1.727969 0.075144 0.147336 0.0 0.0 0.1 -0.68
C -0.371866 -0.151819 -0.373824 0.1 -0.2 -0.5 0.38
N 0.271030 -0.654141 -1.304626 -0.5 0.4 0.3 -0.16
O 2.622562 -0.971345 -0.142305 -0.2 0.4 0.5 -0.52
C 2.050202 0.014583 0.243540 0.2 -0.4 -0.1 0.51
N 0.865939 0.514309 -0.325830 0.3 0.1 -0.3 -0.41
H -2.430704 -0.554446 -0.402474 0.1 0.1 0.1 0.25
H -1.798603 -0.111957 1.219060 0.0 0.0 -0.1 0.25
H -1.960325 1.128449 -0.045157 0.0 -0.1 0.1 0.26
H 2.479733 0.711227 0.984280 -0.2 -0.1 0.0 0.13
```
Forces are in eV/Å.